{"formula": "CHCl2OPS", "method": "the ωB97M-V functional and the def2-TZVPD basis", "e_lumo_ev": [0.11, -3.35], "e_above_lowest_kcal_mol": 70.9, "total_charge": 0, "spin_multiplicity": 3, "energy_ha": -1773.73472, "symbols": ["Cl", "Cl", "S", "P", "O", "C", "H"], "positions_angstrom": [[-0.8421, 0.4033, -2.7182], [-1.5822, 2.1546, -0.3146], [-0.3012, -0.5445, 1.2806], [0.0690, 1.4963, -1.0693], [0.4079, 0.2111, -0.2702], [0.7259, -1.5234, 1.6525], [1.5228, -2.1975, 1.4391]], "nbo_charge": [-0.399, -0.260, 0.668, 1.217, -0.992, -0.455, 0.222]}

=====

{"formula": "C12H10BeClN3", "method": "the ωB97M-V functional and the def2-TZVPD basis", "e_lumo_ev": 5.08, "total_charge": -2, "spin_multiplicity": 1, "energy_ha": -1102.52486, "symbols": ["Cl", "N", "N", "N", "C", "C", "C", "C", "C", "C", "C", "C", "C", "C", "C", "C", "Be", "H", "H", "H", "H", "H", "H", "H", "H", "H", "H"], "positions_angstrom": [[0.0830, -2.9191, 1.1962], [-0.0347, 0.8738, 6.7576], [0.3112, 0.2952, 4.3947], [-0.5406, -0.1310, 2.1712], [-0.2845, 0.1424, 3.2913], [-2.4585, 0.5875, 0.1990], [2.4514, -0.7979, -0.8413], [2.5835, 0.2231, 0.1522], [-2.3718, -0.8804, 0.0321], [0.0328, 0.6520, 5.6063], [-1.9805, 1.1951, -0.9639], [-1.7419, -1.0668, -1.2729], [1.9418, -0.1973, -2.0349], [1.7948, 1.2036, -1.7899], [2.1880, 1.4636, -0.4372], [-1.5526, 0.1804, -1.8721], [-0.9764, -1.3622, 1.2317], [1.4639, 1.9439, -2.5126], [-1.1473, 0.3679, -2.8576], [2.1793, 2.4322, 0.0594], [-1.4971, -2.0406, -1.6907], [-3.0679, -1.6098, 0.5032], [-2.7893, 1.0934, 1.1111], [2.8785, 0.0643, 1.1870], [2.6604, -1.8555, -0.6935], [1.7208, -0.7118, -2.9673], [-1.9164, 2.2626, -1.1348]], "nbo_charge": [-0.781, -0.539, -0.668, -0.815, 0.640, -0.251, -0.363, -0.373, -0.792, 0.462, -0.296, -0.251, -0.371, -0.372, -0.370, -0.282, 1.550, 0.166, 0.202, 0.169, 0.201, 0.227, 0.190, 0.178, 0.177, 0.168, 0.191]}